This record from the OMol25 dataset describes the molecule C14H17N3O2S. The level of theory is ωB97M-V with the def2-TZVPD basis set.

Computed properties:
Orbital gap = 9.080 eV
ΔE to the lowest compared entry with this formula, charge and spin = 0.0000 eV
Max |F| = 0.014 Eh/bohr
Electronic energy = -34196.420 eV
SMILES string = CC(C)(C)NC(=O)CSc1nc2ccccc2c(=O)[nH]1

Each line ends with the Mulliken charge.
Positions of all 37 atoms, in Å:
C (1.45, 1.22, 3.67)  -1.64
H (1.44, 1.37, 4.74)  0.42
H (2.41, 1.56, 3.28)  0.41
H (0.66, 1.83, 3.22)  0.38
C (1.25, -0.25, 3.33)  1.41
N (1.27, -0.42, 1.87)  -0.08
C (2.30, -0.15, 1.07)  0.61
O (3.36, 0.34, 1.42)  -0.65
C (2.07, -0.44, -0.41)  -0.58
H (3.03, -0.63, -0.88)  0.47
H (1.58, 0.41, -0.89)  0.29
S (0.98, -1.86, -0.75)  -0.27
C (-0.25, -1.11, -1.76)  0.16
N (-0.20, 0.15, -2.00)  -0.18
C (-1.17, 0.68, -2.82)  0.03
C (-1.12, 2.05, -3.12)  -0.43
C (-2.08, 2.60, -3.94)  -0.34
C (-3.09, 1.81, -4.49)  -0.58
C (-3.15, 0.47, -4.20)  -0.51
C (-2.19, -0.11, -3.37)  0.24
C (-2.24, -1.54, -3.06)  0.40
O (-3.06, -2.34, -3.45)  -0.67
N (-1.20, -1.95, -2.23)  -0.08
H (-1.16, -2.94, -1.99)  0.23
H (-3.92, -0.17, -4.61)  0.45
H (-3.83, 2.26, -5.14)  0.40
H (-2.04, 3.65, -4.17)  0.39
H (-0.33, 2.64, -2.69)  0.46
H (0.45, -0.85, 1.46)  0.26
C (-0.12, -0.73, 3.82)  -1.84
H (-0.18, -0.62, 4.90)  0.44
H (-0.27, -1.78, 3.57)  0.43
H (-0.92, -0.14, 3.37)  0.43
C (2.36, -1.10, 3.95)  -1.66
H (2.22, -2.15, 3.70)  0.37
H (3.33, -0.77, 3.57)  0.40
H (2.35, -0.99, 5.03)  0.43